Entry 1:
The following is a quantum chemistry calculation of an isolated molecule of C4H9NO2, from OMol25.

CARTESIAN COORDINATES (ANGSTROEM)
C 2.277943 0.949997 -0.110947
C -0.349088 -0.711926 -0.201136
H 3.198704 1.252944 0.396900
H 0.899190 2.013514 1.215302
O -1.388435 -0.863099 -1.077342
H -0.501919 1.238521 -0.637810
C -2.524168 -1.348619 -0.360222
H -2.729376 -0.631253 0.442854
C 1.056829 1.010560 0.795741
N -0.133862 0.609182 0.061702
H 2.391032 -0.076460 -0.474011
H -2.360060 -2.354676 0.051813
O 0.236083 -1.643022 0.299215
H 1.155787 0.319037 1.636598
H -3.355528 -1.365590 -1.059435
H 2.126869 1.600889 -0.979223

Atomic forces in eV per Å
0.1 0.0 -0.1
0.3 0.0 0.2
-0.1 0.0 0.0
0.0 -0.2 -0.2
0.0 -0.1 0.0
0.0 0.0 0.2
-0.2 -0.1 0.1
-0.2 -0.2 0.0
0.1 0.0 0.1
0.1 -0.2 -0.1
0.1 0.2 0.1
0.1 0.3 -0.1
-0.1 0.3 0.0
0.0 0.1 -0.1
0.0 0.0 0.0
0.1 0.0 0.1

Results
Maximum force: 0.360 eV Å⁻¹
Energy: -363.05556 Eh
Relative energy (zero: lowest compared OMol25 entry of this formula, charge and spin): 78.7 kJ/mol
HOMO-LUMO gap: 0.4012 hartree
HOMO: -9.985 eV
Structure (SMILES): CCNC(=O)OC


Entry 2:
The following is a quantum chemistry calculation of an isolated molecule of C4H9NO2, from OMol25.

CARTESIAN COORDINATES (ANGSTROEM)
O -1.815586 -1.537931 -0.614423
H -0.469505 -3.052693 -0.221488
N -0.617288 1.156639 1.206295
C 1.142217 1.022401 -0.546597
H 1.233519 -0.997522 0.788707
C 0.604780 -0.949589 -0.158485
O 1.824920 1.747854 0.168812
H 1.236797 1.064834 -1.615534
H -0.933337 -1.905376 1.158388
H -1.132831 -1.066625 -1.256299
H -0.876131 2.094450 0.998945
H 1.154463 -1.090307 -1.117643
H 0.298782 1.206132 1.632513
C -0.311556 0.657756 -0.152571
H -1.290071 0.888560 -0.646243
C -0.604211 -1.936531 0.079292

Atomic forces in eV per Å
4.0 1.6 -2.5
0.5 1.8 0.6
0.8 -2.1 -0.9
-3.5 5.5 0.0
-0.5 0.4 -1.5
-3.2 -0.7 1.6
0.3 -1.9 -0.2
1.1 -1.0 -0.9
1.0 -0.1 -0.9
-3.8 -0.8 0.4
-0.4 1.1 0.3
-0.4 -0.1 0.9
0.1 0.4 0.6
3.4 -0.6 1.9
1.6 -1.1 -1.0
-0.9 -2.3 1.7

Results
Maximum force: 6.482 eV Å⁻¹
Energy: -362.88210 Eh
Relative energy (zero: lowest compared OMol25 entry of this formula, charge and spin): 534.1 kJ/mol
HOMO-LUMO gap: 0.3519 hartree
HOMO: -9.117 eV
Structure (SMILES): N[C@@H](C=O)CCO


Entry 3:
The following is a quantum chemistry calculation of a cluster of 2 separate species, C4H9NO2 in total, from OMol25.

CARTESIAN COORDINATES (ANGSTROEM)
C -0.478064 -0.357239 0.138022
H -2.296159 -1.472786 0.038855
N -0.554244 0.629500 -0.829666
H 1.320532 1.778527 -0.637483
H -1.457901 2.286845 -0.728336
O -0.747421 1.906120 -0.198662
H 2.597582 0.526211 -0.258781
H 0.347230 0.988344 1.654276
H 1.635181 0.387899 -1.792328
O 1.006092 -0.637433 0.414618
H 0.009583 -0.710243 2.280507
C -1.225601 -1.640060 -0.115258
C 0.149859 -0.054863 1.422381
C 1.665178 0.756126 -0.774140
H -1.079031 -1.939614 -1.157296
H -0.892819 -2.447330 0.543297

Atomic forces in eV per Å
-0.2 0.0 -0.1
0.2 0.0 0.0
0.1 -0.3 0.1
0.1 -0.2 0.0
0.1 0.0 0.1
-0.2 0.3 -0.1
-0.2 0.0 -0.1
0.0 -0.2 0.0
0.0 0.1 0.2
0.3 0.0 -0.1
0.0 0.1 -0.1
0.0 0.0 0.0
-0.1 0.1 0.2
0.1 0.0 -0.1
0.0 0.0 0.1
0.0 0.1 -0.1

Results
Maximum force: 0.356 eV Å⁻¹
Energy: -362.80443 Eh
Relative energy (zero: lowest compared OMol25 entry of this formula, charge and spin): 738.0 kJ/mol
HOMO-LUMO gap (spin up / spin down): 0.3005 / 0.3006 hartree
HOMO (spin up / spin down): -7.594 / -7.595 eV


Entry 4:
The following is a quantum chemistry calculation of a structure of composition C4H9NO2, from OMol25.

CARTESIAN COORDINATES (ANGSTROEM)
N -0.512287 -1.514051 0.069268
H 0.763480 2.786373 1.055245
H -0.015950 -3.520595 0.638480
C 0.188970 1.095196 -0.123934
H -0.901711 2.167670 0.820256
H 1.255037 -1.648996 1.212471
O -0.229503 3.340972 -0.712332
H -1.751002 -3.113680 0.533568
C -0.768555 -2.939686 0.085761
C 0.504785 -1.087031 0.652595
H -0.510491 0.643456 -0.825296
O 0.832264 0.261992 0.680365
C 0.041371 2.515460 0.254708
H 1.142432 1.794014 -1.725488
H -0.805609 -3.300970 -0.946095
H 0.766767 2.519875 -1.669571

Atomic forces in eV per Å
0.4 0.2 0.2
-0.1 0.0 -0.2
-0.1 0.1 -0.1
-0.1 0.1 0.0
-0.1 0.0 0.0
-0.1 0.0 -0.1
0.1 0.1 0.0
0.1 0.0 -0.1
0.0 -0.2 0.0
-0.3 -0.3 -0.2
0.1 0.1 0.0
0.0 0.2 -0.1
0.2 -0.3 0.1
0.0 0.0 0.0
0.0 0.0 0.2
-0.1 0.0 0.1

Results
Maximum force: 0.539 eV Å⁻¹
Energy: -362.85985 Eh
Relative energy (zero: lowest compared OMol25 entry of this formula, charge and spin): 592.5 kJ/mol
HOMO-LUMO gap (spin up / spin down): 0.3161 / 0.3161 hartree
HOMO (spin up / spin down): -8.805 / -8.805 eV


Entry 5:
The following is a quantum chemistry calculation of a cluster of 3 separate species, C4H9NO2 in total, from OMol25.

CARTESIAN COORDINATES (ANGSTROEM)
C -2.152382 0.208253 -1.201021
O 3.270005 0.477441 0.898394
C -1.905874 -0.272555 0.094783
H -2.625220 -1.062074 1.666416
H -0.308905 -1.534279 0.770522
H 1.068897 2.173711 -0.405529
H 1.332862 1.989436 0.277497
H 0.231411 -0.209936 -0.270229
H -0.277720 0.091850 1.417631
H -1.332468 0.360561 -1.894737
O 2.078601 -0.670584 -0.640254
H -3.175268 0.382054 -1.529073
N -2.918987 -0.477436 0.876159
C 3.124735 -0.269803 -0.065806
C -0.468060 -0.485084 0.518731
H 4.058371 -0.701553 -0.513484

Atomic forces in eV per Å
-0.5 0.3 -0.1
0.0 0.1 0.0
1.2 0.0 0.4
0.0 0.2 0.1
0.1 0.0 -0.1
0.0 0.0 0.3
-0.1 0.1 -0.4
0.3 0.0 0.1
0.1 0.2 0.1
0.0 -0.1 0.0
-0.1 -0.2 -0.4
0.1 0.0 0.1
-0.4 -0.2 -0.5
0.0 0.0 0.3
-0.7 -0.3 0.1
0.0 0.0 -0.1

Results
Maximum force: 1.315 eV Å⁻¹
Energy: -362.80252 Eh
Relative energy (zero: lowest compared OMol25 entry of this formula, charge and spin): 743.0 kJ/mol
HOMO-LUMO gap: 0.1129 hartree
HOMO: -7.966 eV


Entry 6:
The following is a quantum chemistry calculation of an isolated molecule of C4H9NO2, from OMol25.

CARTESIAN COORDINATES (ANGSTROEM)
H -1.919094 -2.234332 -0.788177
C 0.548776 0.866982 0.241563
H 1.856971 -0.519949 -0.194438
C -0.968056 -1.788345 -0.490733
H -0.490015 -1.336869 -1.375583
H -0.506235 0.323416 1.923370
C -0.346251 1.883220 -0.363456
H -0.692139 2.552420 0.422626
C -0.129774 -0.243219 1.058405
H 0.575670 -0.994129 1.440158
H 0.181737 2.449156 -1.134306
H -0.309039 -2.577065 -0.096022
O 2.511538 -0.054031 0.374037
N 1.798213 1.145858 0.347958
O -1.264492 -0.826269 0.488090
H -1.210487 1.382849 -0.810702

Atomic forces in eV per Å
0.2 0.0 0.0
-0.1 0.9 0.8
1.6 -0.9 0.6
0.0 -0.2 -0.2
0.0 0.0 0.1
0.1 -0.1 -0.1
-0.2 0.3 0.1
-0.3 0.2 -0.1
0.1 0.0 0.0
-0.1 0.1 -0.2
-0.1 0.0 0.2
-0.1 0.1 0.0
-0.3 -0.9 -0.1
-0.8 0.3 -1.3
-0.1 0.0 0.0
0.1 0.1 0.1

Results
Maximum force: 1.956 eV Å⁻¹
Energy: -362.92282 Eh
Relative energy (zero: lowest compared OMol25 entry of this formula, charge and spin): 427.2 kJ/mol
HOMO-LUMO gap: 0.3537 hartree
HOMO: -9.114 eV
Structure (SMILES): COC/C(C)=N\O


Entry 7:
The following is a quantum chemistry calculation of an isolated molecule of C4H9NO2, from OMol25.

CARTESIAN COORDINATES (ANGSTROEM)
H 2.922750 -0.080730 -0.485884
N -1.815716 0.769187 -0.397383
H 0.211261 1.204901 1.304404
O -0.922374 1.821907 -0.770745
C -1.162014 -0.108790 0.275496
C -1.465411 -1.485654 -0.215321
H -0.438273 1.295936 -1.431792
O 1.240618 -0.447780 0.555193
C 0.082385 0.131702 1.116848
C 2.032649 0.460746 -0.166434
H -0.062560 -0.374043 2.082518
H -0.862848 -1.458642 -1.136065
H 2.347080 1.292305 0.474029
H -2.504320 -1.574633 -0.534850
H 1.525836 0.884183 -1.048063
H -1.129069 -2.330590 0.378042

Atomic forces in eV per Å
-0.1 0.0 -0.1
0.3 -0.5 0.0
0.0 -0.2 -0.1
0.1 0.5 0.1
0.0 0.0 -0.5
-0.1 -0.3 0.1
0.0 0.9 0.1
0.0 -0.1 0.0
-0.2 0.1 0.0
0.3 0.2 -0.1
-0.2 0.1 -0.2
-0.1 -0.5 0.1
0.0 0.0 -0.1
0.1 0.0 0.1
0.1 -0.2 0.2
-0.1 0.1 0.3

Results
Maximum force: 0.901 eV Å⁻¹
Energy: -362.91591 Eh
Relative energy (zero: lowest compared OMol25 entry of this formula, charge and spin): 445.3 kJ/mol
HOMO-LUMO gap: 0.3718 hartree
HOMO: -9.351 eV
Structure (SMILES): COC/C(C)=N\O


Entry 8:
The following is a quantum chemistry calculation of an isolated molecule of C4H9NO2, from OMol25.

CARTESIAN COORDINATES (ANGSTROEM)
O -1.627782 -0.480599 0.577892
C 0.788493 -0.426821 0.588973
H -1.356653 0.598966 -3.125175
H -1.608777 -1.094625 -2.650471
H 1.073223 -1.472796 0.538700
O 2.239083 0.675374 2.128942
C -1.640752 -0.066524 -2.309169
H 0.732799 -0.561717 2.789576
H 1.511313 0.036864 -0.083268
H -2.581822 0.295615 -1.914964
H 2.204033 1.451199 2.642703
H 0.231163 1.011258 2.038759
N -0.566097 0.096756 -1.330631
C -0.595673 -0.291844 -0.030961
H 0.298986 0.081789 -1.842177
C 0.898468 0.147111 1.981275

Atomic forces in eV per Å
-0.2 -0.1 0.1
-0.1 -0.3 -0.7
-0.2 -0.2 -0.2
-0.7 -0.2 -0.2
-0.2 -0.4 0.2
0.0 -1.7 -1.0
0.7 0.7 0.4
-0.4 -0.1 -0.1
0.1 0.4 0.3
-0.2 -0.4 0.1
-0.1 1.3 1.0
-0.4 -0.4 0.3
0.0 0.0 -1.0
0.3 0.0 0.1
0.5 0.1 0.7
0.9 1.2 0.0

Results
Maximum force: 1.963 eV Å⁻¹
Energy: -363.04041 Eh
Relative energy (zero: lowest compared OMol25 entry of this formula, charge and spin): 118.5 kJ/mol
HOMO-LUMO gap: 0.3865 hartree
HOMO: -9.673 eV
Structure (SMILES): CNC(=O)CCO


Entry 9:
The following is a quantum chemistry calculation of an isolated molecule of C4H9NO2, from OMol25.

CARTESIAN COORDINATES (ANGSTROEM)
H -1.463910 0.483625 -2.259956
H 1.518419 0.031562 -0.502367
H -0.850704 -0.898580 -0.330326
C -0.490275 0.136150 -0.352172
C 1.060073 -0.565407 1.377525
H 1.789228 -2.344048 0.960798
H -2.562841 0.772924 0.126704
N 0.841729 0.247431 0.222113
H 0.228943 -0.058792 -2.347435
H 2.050818 -0.321881 1.770409
O 0.924422 -1.969439 1.162082
O -1.248903 1.699215 1.325720
H -0.130656 1.592585 -1.915946
C -1.506294 0.936789 0.438611
C -0.480422 0.564708 -1.812869
H 0.320372 -0.306843 2.137112

Atomic forces in eV per Å
-0.1 -0.1 -0.1
0.1 0.1 0.2
-0.1 -0.2 0.1
0.1 -0.1 0.2
0.1 0.2 0.3
-0.2 0.1 0.0
0.1 0.0 0.0
-0.2 -0.1 -0.5
-0.1 -0.2 -0.2
0.0 -0.1 0.0
0.2 -0.2 0.0
0.0 0.0 0.2
-0.1 0.1 0.1
-0.1 0.0 -0.2
0.2 0.4 0.2
0.0 0.0 -0.1

Results
Maximum force: 0.532 eV Å⁻¹
Energy: -363.02192 Eh
Relative energy (zero: lowest compared OMol25 entry of this formula, charge and spin): 167.0 kJ/mol
HOMO-LUMO gap: 0.3755 hartree
HOMO: -9.455 eV
Structure (SMILES): C[C@H](C=O)NCO


Entry 10:
The following is a quantum chemistry calculation of a structure of composition C4H9NO2, from OMol25.

CARTESIAN COORDINATES (ANGSTROEM)
C 0.656868 1.402963 -0.625532
H 2.667980 -1.110061 0.993474
H -0.507483 -1.960046 -0.355387
O -0.516302 -1.424634 1.612384
H -3.326158 0.308841 -0.183606
H 1.722482 1.596468 -0.670480
O 1.213503 -0.340342 -0.118693
N 2.460127 -0.922628 0.015186
C -2.336143 0.725556 -0.353476
H -2.306053 1.760058 -0.694036
H -0.728162 -0.643094 2.139617
C -1.233806 0.052095 -0.141080
H 2.512883 -1.815774 -0.469729
H 0.189389 1.485937 -1.598997
C -0.665187 -1.109003 0.291769
H 0.196062 1.993665 0.158587

Atomic forces in eV per Å
1.6 -0.3 0.2
-0.3 0.3 0.0
0.1 0.1 0.0
0.1 0.1 -0.2
0.0 0.0 -0.1
0.0 0.2 -0.1
-1.6 -0.6 0.1
0.9 0.7 0.0
0.1 0.3 0.0
0.0 0.0 0.0
0.0 -0.1 -0.1
0.1 -1.2 0.4
-0.4 0.4 -0.3
-0.1 -0.3 0.1
-0.6 0.7 0.1
-0.1 -0.3 0.0

Results
Maximum force: 1.696 eV Å⁻¹
Energy: -362.77509 Eh
Relative energy (zero: lowest compared OMol25 entry of this formula, charge and spin): 815.1 kJ/mol
HOMO-LUMO gap: 0.3215 hartree
HOMO: -8.038 eV


Entry 11:
The following is a quantum chemistry calculation of a cluster of 2 separate species, C4H9NO2 in total, from OMol25.

CARTESIAN COORDINATES (ANGSTROEM)
H -0.876814 1.824385 0.588339
C -1.185324 0.938572 0.045073
C -1.598525 -0.112081 0.720770
H -1.585823 0.321028 -1.838399
C -2.195147 -1.055356 1.384308
H -0.530994 1.621996 -1.735672
H 3.017365 1.188923 -0.315630
N -1.323066 1.149876 -1.323301
C 2.693346 0.181865 -0.062729
H 0.081130 -1.252000 -0.104363
H 2.691905 0.021130 1.018282
H -1.663693 -1.927815 1.741189
H 3.382319 -0.530165 -0.523606
O 0.959113 -1.337078 -0.524648
O 1.389454 0.016947 -0.670417
H -3.255247 -1.050225 1.600804

Atomic forces in eV per Å
0.3 -0.1 0.1
-0.8 0.1 0.3
0.0 0.6 -0.4
0.1 0.1 -0.1
0.0 -0.5 0.2
0.0 -0.2 0.0
-0.2 0.1 0.0
0.0 -0.1 -0.1
-0.6 -0.9 -0.5
0.2 0.5 0.1
-0.2 0.1 -0.1
0.1 -0.1 0.0
0.0 0.0 0.1
0.5 -0.3 0.0
0.6 0.5 0.3
-0.1 0.2 0.0

Results
Maximum force: 1.187 eV Å⁻¹
Energy: -362.86441 Eh
Relative energy (zero: lowest compared OMol25 entry of this formula, charge and spin): 580.6 kJ/mol
HOMO-LUMO gap: 0.3420 hartree
HOMO: -8.406 eV
Structure (SMILES): C=C=CN.COO


Entry 12:
The following is a quantum chemistry calculation of a cluster of 2 separate species, C4H9NO2 in total, from OMol25.

CARTESIAN COORDINATES (ANGSTROEM)
H 0.628443 2.601478 1.392523
H 0.533547 -0.873824 -2.463222
O -1.319637 0.734099 -1.128350
C 0.846419 1.463741 1.582322
C -0.925278 -0.031239 -0.321550
H -2.642706 -0.229644 0.837978
C 0.135417 -1.636435 -1.844853
C -1.595356 -0.045258 1.060399
H -1.345109 0.890596 1.586211
N 2.014909 1.292887 0.951946
H 0.699742 -2.555841 -1.753464
H 2.428888 0.456029 1.063440
H 2.620054 1.962496 0.618278
H -1.047782 -0.807519 1.677379
O -0.319127 -1.190720 -0.605618
H -0.712424 -2.030847 -2.653418

Atomic forces in eV per Å
0.1 -1.5 0.4
1.2 0.8 -0.1
0.6 1.8 -2.1
1.4 2.1 -1.2
-2.4 -1.5 1.1
0.0 -0.1 0.4
-3.0 -1.2 -3.1
2.6 -0.5 0.6
-0.8 -0.3 -0.5
-3.7 1.1 1.7
0.6 0.4 0.5
1.6 -3.7 0.3
1.2 2.2 -1.1
-1.1 0.4 -0.4
0.8 -1.1 1.2
1.1 1.0 2.4

Results
Maximum force: 4.493 eV Å⁻¹
Energy: -362.91254 Eh
Relative energy (zero: lowest compared OMol25 entry of this formula, charge and spin): 454.2 kJ/mol
HOMO-LUMO gap: 0.3559 hartree
HOMO: -8.891 eV